DFT (ωB97M-V/def2-TZVPD) results for a 13-piece molecular cluster, C50H113N3O21S8 overall in a non-equilibrium geometry.

Geometry as XYZ:
```
195
Properties=species:S:1:pos:R:3:mulliken_charge:R:1
C -1.445 -5.011 1.375 -0.371
C -2.067 -5.630 2.647 0.739
C -2.852 -6.893 2.372 -1.470
O -0.871 -6.038 3.363 -0.618
H -2.196 -4.325 0.951 -0.279
H -1.160 -5.793 0.677 0.429
H -0.667 -4.273 1.576 0.009
H -2.680 -4.893 3.176 0.215
H -3.045 -7.476 3.269 0.378
H -2.262 -7.536 1.715 0.334
H -3.707 -6.542 1.789 0.320
H -0.192 -5.366 3.203 0.385
C 1.913 -1.845 -5.946 -0.798
C 1.564 -0.711 -6.888 0.470
C 0.702 0.336 -6.195 -1.588
O 2.726 -0.030 -7.389 -0.559
H 2.643 -2.541 -6.359 0.362
H 1.003 -2.452 -5.926 0.434
H 2.159 -1.449 -4.963 -0.171
H 0.952 -1.050 -7.728 0.350
H -0.336 0.050 -6.002 0.426
H 0.696 1.207 -6.853 0.446
H 1.041 0.659 -5.206 0.366
H 2.576 0.914 -7.470 0.316
C 3.775 2.921 1.795 -1.392
C 2.640 3.964 1.895 2.547
C 2.559 4.555 3.287 -1.281
O 2.330 3.644 4.324 -0.153
C 2.596 4.059 5.623 -1.054
N 2.915 5.074 0.986 -0.560
H 4.665 3.186 2.374 0.344
H 4.102 2.746 0.772 0.559
H 3.459 2.003 2.303 -0.039
H 1.679 3.550 1.580 -1.123
H 1.723 5.270 3.202 0.343
H 3.392 5.253 3.447 0.449
H 1.808 4.622 6.142 0.343
H 3.389 4.825 5.623 0.417
H 2.945 3.260 6.273 0.288
H 2.821 4.704 0.041 0.232
H 3.837 5.472 1.113 0.285
C 4.271 -4.822 3.276 -1.264
C 2.891 -4.207 3.639 0.099
C 2.630 -2.843 3.036 0.232
O 3.844 -2.098 2.967 -0.439
C 3.803 -0.942 2.186 -0.205
N 1.813 -5.118 3.278 -0.250
H 5.079 -4.217 3.699 0.397
H 4.420 -4.661 2.202 0.022
H 4.490 -5.859 3.518 0.416
H 2.934 -4.242 4.734 0.239
H 1.886 -2.264 3.596 0.059
H 2.363 -2.900 1.971 -0.116
H 3.479 -1.135 1.159 0.097
H 4.801 -0.501 2.126 0.296
H 3.253 -0.154 2.721 -0.081
H 2.216 -5.905 2.763 0.088
H 1.603 -5.691 4.099 0.381
C -3.645 2.104 5.855 -1.383
C -2.267 2.557 6.261 0.209
C -1.172 2.513 5.198 0.911
O -0.864 1.125 5.112 -0.520
C 0.372 0.810 4.484 0.462
N -2.341 3.941 6.785 -0.586
H -4.311 2.181 6.719 0.437
H -3.626 1.020 5.723 0.245
H -3.987 2.706 5.012 0.189
H -2.015 1.834 7.047 0.367
H -0.263 3.017 5.550 -0.143
H -1.445 2.898 4.213 -0.412
H 0.211 0.354 3.503 -0.237
H 0.858 0.051 5.099 0.253
H 0.990 1.707 4.405 -0.189
H -2.993 3.977 7.562 0.275
H -1.436 4.165 7.190 0.219
C -4.329 -1.081 2.852 -0.190
C -5.851 -1.083 3.077 -0.928
C -6.651 -1.235 1.824 -0.560
S -5.610 -2.310 0.771 0.950
O -5.466 -1.692 -0.521 -0.409
O -6.019 -3.720 0.853 -0.694
C -4.057 -2.080 1.742 0.427
H -3.694 -1.224 3.718 0.543
H -4.113 -0.122 2.361 -0.155
H -6.239 -0.190 3.574 0.421
H -6.031 -1.919 3.765 0.352
H -6.492 -0.307 1.262 0.132
H -7.671 -1.594 1.770 0.507
H -3.238 -1.931 1.038 -0.183
H -3.810 -3.042 2.203 -0.191
C 4.254 0.545 -4.114 0.116
C 5.459 0.202 -5.030 -0.956
C 6.706 0.027 -4.139 -0.802
S 6.124 -0.393 -2.466 1.180
O 6.273 0.662 -1.476 -0.642
O 6.473 -1.779 -2.184 -0.639
C 4.348 -0.382 -2.933 -0.235
H 3.364 0.495 -4.733 -0.493
H 4.570 1.566 -3.874 0.330
H 5.527 0.937 -5.828 0.540
H 5.242 -0.759 -5.504 0.295
H 7.316 0.934 -4.098 0.350
H 7.478 -0.688 -4.422 0.476
H 3.661 -0.141 -2.124 0.314
H 4.140 -1.385 -3.317 0.141
C -3.544 1.099 -2.771 -0.831
C -5.019 0.864 -3.151 -0.474
C -6.027 1.759 -2.437 -0.886
S -5.066 2.363 -1.009 1.333
O -5.676 1.905 0.217 -0.685
O -4.604 3.706 -1.319 -0.733
C -3.583 1.364 -1.263 1.795
H -3.350 2.080 -3.227 0.341
H -2.853 0.384 -3.201 0.467
H -5.178 -0.210 -3.005 -0.163
H -4.990 0.859 -4.246 0.559
H -6.848 1.182 -2.020 0.441
H -6.397 2.605 -3.010 0.344
H -3.668 0.426 -0.703 -0.460
H -2.729 1.828 -0.770 -0.959
C -2.290 5.379 3.348 0.033
C -3.176 6.180 2.435 -1.148
C -3.473 5.300 1.219 -0.891
S -2.056 4.141 0.987 1.679
O -1.329 4.504 -0.220 -0.888
O -2.316 2.772 1.380 -0.575
C -1.181 4.962 2.385 -0.688
H -2.847 4.517 3.727 -0.186
H -1.976 5.840 4.285 0.474
H -2.827 7.122 2.007 0.377
H -4.149 6.453 2.854 0.427
H -3.582 5.874 0.304 0.528
H -4.290 4.590 1.358 0.275
H -0.640 5.841 2.034 0.651
H -0.434 4.241 2.725 -0.222
C 2.554 7.653 -2.445 -0.491
C 1.622 7.163 -3.525 -0.760
C 1.364 5.675 -3.325 -0.147
S 3.044 4.986 -2.884 0.778
O 3.580 4.424 -4.114 -0.642
O 2.907 4.135 -1.706 -0.513
C 3.719 6.675 -2.408 -0.851
H 1.981 7.735 -1.513 0.257
H 2.811 8.715 -2.470 0.373
H 2.007 7.344 -4.531 0.302
H 0.655 7.670 -3.497 0.398
H 0.964 5.194 -4.214 0.439
H 0.762 5.380 -2.465 -0.069
H 4.472 6.840 -3.180 0.404
H 4.253 6.634 -1.461 0.385
C -3.375 -4.711 -4.530 -0.769
C -2.839 -3.863 -3.351 -0.454
C -3.931 -3.616 -2.341 0.979
S -5.244 -4.870 -2.634 1.176
O -6.450 -4.181 -3.070 -0.678
O -5.312 -5.850 -1.560 -0.649
C -4.413 -5.705 -4.059 -0.810
H -2.458 -5.212 -4.844 0.380
H -3.719 -4.050 -5.327 0.339
H -2.163 -3.037 -3.557 0.393
H -2.174 -4.561 -2.817 0.236
H -4.389 -2.653 -2.568 -0.666
H -3.822 -3.767 -1.269 -0.301
H -5.197 -6.005 -4.745 0.446
H -3.893 -6.526 -3.567 0.316
C 3.633 -4.149 -0.999 0.213
C 4.816 -5.089 -0.854 -0.882
C 4.294 -6.526 -0.921 -0.807
S 2.543 -6.607 -0.509 1.018
O 2.468 -6.669 0.939 -0.683
O 1.803 -7.569 -1.314 -0.710
C 2.240 -4.840 -0.809 0.068
H 3.567 -3.659 -1.977 0.199
H 3.651 -3.202 -0.453 -0.219
H 5.299 -4.991 0.121 0.285
H 5.566 -4.802 -1.588 0.433
H 4.824 -7.337 -0.424 0.484
H 4.411 -6.786 -1.980 0.353
H 1.689 -4.458 0.046 -0.346
H 1.665 -4.650 -1.714 0.483
C 0.654 1.556 -0.703 -0.295
C -0.057 1.119 -2.036 -0.658
C -0.409 -0.395 -1.909 -0.084
S 0.150 -0.971 -0.288 0.391
O 1.544 -1.352 -0.501 -0.167
O -0.835 -1.726 0.458 -0.243
C 0.279 0.692 0.469 0.014
H 0.332 2.594 -0.603 0.237
H 1.743 1.599 -0.746 0.099
H 0.610 1.241 -2.887 0.030
H -0.964 1.700 -2.166 0.196
H -0.064 -1.153 -2.614 0.733
H -1.479 -0.623 -1.885 -0.382
H 0.883 0.459 1.345 0.125
H -0.716 0.919 0.862 -0.017
```

Properties
net charge	0
maximum force	3.83	eV/A
HOMO-LUMO gap	8.99	eV
E_LUMO	-0.00017	hartree
relative energy (zero: lowest compared OMol25 entry of this formula, charge and spin)	273.6	kJ/mol
molecular weight	1349.0	g/mol